DFT (wB97M-V/def2-TZVPD) results for a 2-piece molecular cluster, C4H12BBrClN2O overall at a distorted geometry.

Calculated values
energy = -3403.5589 Eh
largest force on an atom = 1.12 eV Å⁻¹
frontier orbital gap = 0.2925 Ha
charge = -1

XYZ file:
```
22
Properties=species:S:1:pos:R:3:forces:R:3
C -2.8776 1.6401 1.3954 -0.240 0.471 -0.170
C -1.7710 1.6250 0.3518 0.437 -0.139 0.512
C -0.6959 0.5511 0.5751 -1.034 -0.216 -0.385
Br 0.5948 1.2644 1.9000 0.261 -0.089 0.017
B -1.1981 -0.9319 1.0614 0.889 0.140 0.405
Cl -2.6347 -1.5022 -0.0557 -0.271 0.028 -0.186
H -3.3653 2.6184 1.3829 -0.071 0.071 0.047
H -2.4930 1.4845 2.3985 0.107 -0.120 0.111
H -3.6445 0.9066 1.1823 -0.001 -0.343 0.071
H -1.2899 2.6015 0.3687 0.086 0.189 -0.268
H -2.1800 1.4659 -0.6423 -0.155 -0.044 -0.140
H -0.1335 0.4479 -0.3473 0.375 0.160 -0.033
H -0.2916 -1.7203 0.8898 0.003 -0.027 0.022
H -1.5093 -0.9145 2.2326 -0.343 -0.030 -0.056
C 2.8362 -1.6617 -1.3517 0.021 0.193 0.108
O 2.6356 -2.7476 -0.8484 0.043 -0.101 -0.004
N 3.3201 -1.5423 -2.6381 0.094 0.019 -0.095
N 2.6305 -0.4738 -0.7118 0.113 -0.038 0.054
H 3.4936 -0.6637 -3.0862 -0.064 0.007 0.013
H 3.4827 -2.3915 -3.1439 -0.036 -0.006 0.027
H 2.2505 -0.4659 0.2208 -0.142 -0.124 -0.015
H 2.8404 0.4102 -1.1337 -0.072 -0.001 -0.033
```
Positions in Å, forces in eV/Å.